Computed, not measured: C60H40Cl4N6PSe2Ta as an isolated structure at a distorted geometry, with ωB97M-V with the def2-TZVPD basis set.

**Charge**: +2
**Multiplicity**: 1
**E_LUMO**: -6.56 eV
**HOMO energy**: -12.08 eV

Element x y z (Å)
Ta: -0.3786 0.1854 0.0065
Cl: -0.8824 -7.0598 5.1360
C: -1.3058 -5.7782 4.1185
C: -2.2628 -5.9331 3.0758
C: -2.5724 -4.8738 2.2455
C: -1.9520 -3.6451 2.4330
C: -1.0236 -3.4990 3.4622
C: -0.7080 -4.5385 4.2919
C: -2.0811 -2.4280 1.6182
C: -2.0335 -1.1872 2.2999
C: -2.4955 -0.9648 3.6105
C: -2.5570 0.3906 3.8186
C: -1.9640 0.9985 2.6557
C: -1.7992 2.3760 2.4922
C: -2.5158 3.2855 3.4276
C: -3.6587 3.9438 3.0108
C: -4.3580 4.7935 3.8503
C: -3.8593 5.0190 5.1445
Cl: -4.7153 6.0741 6.2167
C: -2.7075 4.3679 5.5915
C: -2.0237 3.5497 4.7102
C: -1.0714 2.9466 1.4259
N: -0.6487 2.2873 0.2897
C: -0.0233 3.2530 -0.4632
C: 0.3523 3.1466 -1.8095
C: 1.0077 4.2914 -2.4735
C: 0.2905 5.4168 -2.8465
C: 0.9627 6.4949 -3.4063
C: 2.3087 6.3910 -3.6708
Cl: 3.1261 7.6758 -4.5308
C: 3.0335 5.2758 -3.3187
C: 2.3865 4.2336 -2.7237
C: -0.1038 2.0660 -2.5393
C: -0.0893 1.9814 -3.9635
C: -0.7395 0.8417 -4.2715
C: -1.1963 0.2352 -3.0866
N: -0.7939 0.9822 -2.0010
C: -1.8733 -0.9761 -3.0300
C: -2.2131 -1.6486 -1.8526
C: -2.9484 -2.8716 -1.8234
C: -2.9660 -3.2701 -0.5276
C: -2.2892 -2.3134 0.2313
N: -1.8912 -1.2387 -0.5594
C: -2.4509 -1.5349 -4.2964
C: -2.0501 -2.7889 -4.7544
C: -2.6566 -3.3310 -5.8762
C: -3.6527 -2.6345 -6.5335
Cl: -4.4626 -3.3215 -7.8942
C: -4.0312 -1.3712 -6.1155
C: -3.4096 -0.8523 -5.0097
C: -0.0408 4.5071 0.2108
C: -0.7807 4.3101 1.3347
N: -1.6411 0.0188 1.7129
H: -2.7692 -6.8754 2.9470
H: -3.2867 -5.0429 1.4443
H: -0.4760 -2.5737 3.5242
H: 0.0744 -4.5367 5.0541
H: -2.8955 -1.6885 4.2943
H: -3.0137 0.8478 4.6598
H: -3.9767 3.8559 1.9512
H: -5.2515 5.2956 3.4933
H: -2.3742 4.5697 6.6093
H: -1.1167 3.0480 5.0283
H: -0.7725 5.5356 -2.6439
H: 0.4146 7.4082 -3.7056
H: 4.0973 5.2947 -3.5704
H: 2.8971 3.2993 -2.4997
H: 0.3135 2.6627 -4.6729
H: -0.9646 0.4712 -5.2502
H: -3.3493 -3.4002 -2.6556
H: -3.4513 -4.1508 -0.1725
H: -1.2390 -3.3437 -4.2843
H: -2.3813 -4.3189 -6.2268
H: -4.7217 -0.8061 -6.7235
H: -3.7190 0.1252 -4.6641
H: 0.3229 5.4301 -0.2118
H: -1.0710 5.0838 2.0196
Se: 1.8562 0.0894 -1.3747
P: 2.4963 -1.8314 -0.5484
Se: 0.7234 -2.1598 0.6962
C: 4.0423 -1.7768 0.3205
C: 4.9615 -0.7392 0.1147
C: 6.1756 -0.7329 0.7959
C: 6.4355 -1.7439 1.6719
C: 5.5237 -2.7768 1.9254
C: 4.2981 -2.7856 1.2792
C: 2.6522 -2.9826 -1.9172
C: 1.5719 -3.7395 -2.3440
C: 1.6360 -4.4098 -3.5564
C: 2.8223 -4.3702 -4.2788
C: 3.9144 -3.6357 -3.8537
C: 3.8408 -2.9778 -2.6514
H: 4.7356 0.0000 -0.6311
H: 6.9029 0.0444 0.5821
H: 7.3760 -1.7674 2.1716
H: 5.7873 -3.5286 2.6561
H: 3.5696 -3.5456 1.4455
H: 0.6404 -3.7379 -1.7968
H: 0.8000 -5.0263 -3.9068
H: 2.8714 -5.0196 -5.1595
H: 4.8302 -3.6619 -4.4320
H: 4.6596 -2.3834 -2.2952
C: 2.0063 1.1032 5.1994
N: 1.8778 1.1967 3.7408
C: 2.3692 2.1441 2.8835
C: 1.8958 1.8785 1.6393
N: 1.0645 0.7717 1.7048
C: 1.0705 0.3980 2.9990
H: 1.9180 2.0972 5.6213
H: 2.9363 0.7041 5.5255
H: 1.2041 0.4627 5.5807
H: 2.9988 2.9840 3.2114
H: 2.1215 2.3922 0.7403
H: 0.5335 -0.4026 3.4531

These are the Mulliken partial charges, in e, on atoms 1 to 99: atom 1 (Ta): 0.2349, atom 2 (Cl): -0.1725, atom 3 (C): 0.3434, atom 4 (C): -1.1150, atom 5 (C): -0.4672, atom 6 (C): 0.6618, atom 7 (C): 0.0785, atom 8 (C): -1.3230, atom 9 (C): 0.8202, atom 10 (C): -0.3430, atom 11 (C): -1.3554, atom 12 (C): -1.5639, atom 13 (C): 0.2640, atom 14 (C): 1.1955, atom 15 (C): -0.5890, atom 16 (C): 0.2666, atom 17 (C): -1.0433, atom 18 (C): 0.3812, atom 19 (Cl): -0.1716, atom 20 (C): -1.0554, atom 21 (C): 0.2869, atom 22 (C): 0.7408, atom 23 (N): 0.0524, atom 24 (C): 0.3550, atom 25 (C): 2.4762, atom 26 (C): -1.2392, atom 27 (C): 0.1580, atom 28 (C): -0.8199, atom 29 (C): 0.3721, atom 30 (Cl): -0.1835, atom 31 (C): -0.9009, atom 32 (C): -0.2006, atom 33 (C): 0.1320, atom 34 (C): -1.8418, atom 35 (C): -1.2840, atom 36 (C): 0.4114, atom 37 (N): -0.2029, atom 38 (C): 0.9084, atom 39 (C): 0.6318, atom 40 (C): -1.5626, atom 41 (C): -1.7608, atom 42 (C): 1.2282, atom 43 (N): 0.4348, atom 44 (C): -0.4065, atom 45 (C): -0.1337, atom 46 (C): -0.9025, atom 47 (C): 0.2901, atom 48 (Cl): -0.1784, atom 49 (C): -1.0166, atom 50 (C): -0.2440, atom 51 (C): -1.6173, atom 52 (C): -1.7803, atom 53 (N): 0.5370, atom 54 (H): 0.4817, atom 55 (H): 0.4345, atom 56 (H): 0.3899, atom 57 (H): 0.3971, atom 58 (H): 0.7168, atom 59 (H): 0.6989, atom 60 (H): 0.4362, atom 61 (H): 0.4232, atom 62 (H): 0.4134, atom 63 (H): 0.5794, atom 64 (H): 0.5443, atom 65 (H): 0.3841, atom 66 (H): 0.4107, atom 67 (H): 0.5105, atom 68 (H): 0.6692, atom 69 (H): 0.6994, atom 70 (H): 0.7192, atom 71 (H): 0.4806, atom 72 (H): 0.5449, atom 73 (H): 0.4268, atom 74 (H): 0.4350, atom 75 (H): 0.4781, atom 76 (H): 0.7369, atom 77 (H): 0.6587, atom 78 (Se): -0.1282, atom 79 (P): 0.7533, atom 80 (Se): -0.0979, atom 81 (C): 0.5757, atom 82 (C): -0.1609, atom 83 (C): -0.8510, atom 84 (C): -0.4086, atom 85 (C): -0.8144, atom 86 (C): -0.6406, atom 87 (C): 0.7490, atom 88 (C): -0.1075, atom 89 (C): -0.7035, atom 90 (C): -0.4938, atom 91 (C): -0.8946, atom 92 (C): -0.6306, atom 93 (H): 0.4458, atom 94 (H): 0.4527, atom 95 (H): 0.4467, atom 96 (H): 0.4348, atom 97 (H): 0.5230, atom 98 (H): 0.2884, atom 99 (H): 0.4529

Computed, not measured: C18H10AsCl2N4O2RuS4 as an isolated structure at a distorted geometry, with ωB97M-V with the def2-TZVPD basis set.

**Energy above the lowest of the compared OMol25 structures with the same formula, charge and spin**: 15.3 kJ/mol
**Charge**: -2
**Multiplicity**: 6
**E_LUMO (alpha / beta)**: 4.15 / 3.47 eV
**HOMO energy (alpha / beta)**: 0.05 / -2.35 eV

Element x y z (Å)
Ru: 0.1434 0.1216 0.0256
Cl: 3.2849 -0.7735 6.0497
C: 2.7330 -0.9914 4.4132
C: 1.8348 -0.0813 3.8836
C: 1.4138 -0.2067 2.5577
N: 0.5510 0.6404 1.8963
C: -0.0155 1.8033 2.3887
O: 0.1580 2.2686 3.5265
C: -0.8665 2.4216 1.3830
C: -1.8286 3.3760 1.7297
C: -2.6381 3.9216 0.7659
C: -2.4661 3.5098 -0.5818
C: -1.5060 2.5769 -0.8676
N: -0.7119 2.0059 0.0583
C: 1.9171 -1.2875 1.7653
C: 2.7805 -2.2167 2.3378
C: 3.1934 -2.0590 3.6506
Cl: 4.3138 -3.2124 4.3208
N: 1.4816 -1.2729 0.4501
C: 1.7660 -2.1634 -0.5356
O: 2.4253 -3.1960 -0.4396
C: 1.1175 -1.7423 -1.8153
C: 0.8258 -2.6668 -2.8039
C: 0.1473 -2.2707 -3.9397
C: -0.1881 -0.9272 -4.0814
C: 0.1451 -0.0581 -3.0668
N: 0.7624 -0.4341 -1.9389
H: 1.4522 0.7341 4.4770
H: -1.9094 3.6443 2.7750
H: -3.3882 4.6594 1.0232
H: -3.0857 3.8918 -1.3800
H: -1.3504 2.2617 -1.8893
H: 3.1216 -3.0536 1.7492
H: 1.1088 -3.6961 -2.6314
H: -0.1348 -2.9829 -4.7028
H: -0.7422 -0.5716 -4.9380
H: -0.0794 0.9966 -3.1576
S: -3.7164 -2.2231 -3.9753
As: -3.9220 -0.2903 -3.1670
S: -1.8478 -1.3838 -0.1637
S: -3.3537 -0.2132 -0.7815
S: -2.9269 1.1410 -4.3701

The computed Mulliken charges, all in e, follow: atom 1 (Ru): 0.4896, atom 2 (Cl): -0.2553, atom 3 (C): 0.1781, atom 4 (C): -0.5927, atom 5 (C): -0.0760, atom 6 (N): -0.0889, atom 7 (C): 0.4708, atom 8 (O): -0.8239, atom 9 (C): -0.0243, atom 10 (C): -0.5180, atom 11 (C): -0.3179, atom 12 (C): -0.6740, atom 13 (C): 0.0484, atom 14 (N): -0.1111, atom 15 (C): -0.2036, atom 16 (C): -0.5677, atom 17 (C): 0.1888, atom 18 (Cl): -0.2633, atom 19 (N): -0.0547, atom 20 (C): 0.2986, atom 21 (O): -0.7701, atom 22 (C): 0.5225, atom 23 (C): -0.5507, atom 24 (C): -0.2854, atom 25 (C): -0.6456, atom 26 (C): -0.2500, atom 27 (N): -0.3329, atom 28 (H): 0.6638, atom 29 (H): 0.3650, atom 30 (H): 0.3742, atom 31 (H): 0.4182, atom 32 (H): 0.0739, atom 33 (H): 0.6428, atom 34 (H): 0.3998, atom 35 (H): 0.4320, atom 36 (H): 0.4337, atom 37 (H): 0.6087, atom 38 (S): -0.5617, atom 39 (As): 0.3506, atom 40 (S): -0.1476, atom 41 (S): -0.2657, atom 42 (S): -0.5786

Computed, not measured: one molecule with the formula C8H14N2O2S at a distorted geometry, with ωB97M-V with the def2-TZVPD basis set.

**Energy above the lowest of the compared OMol25 structures with the same formula, charge and spin**: 100.0 kJ/mol
**Charge**: 0
**Multiplicity**: 1
**E_LUMO**: 0.60 eV
**Structure (SMILES)**: CC(C)(C)N1C(=O)NC(=O)[C@@]1(C)S
**HOMO energy**: -9.64 eV

Element x y z (Å)
C: -2.5562 -0.9076 1.4851
C: -2.1406 0.6658 -0.1565
C: -1.0778 -0.9544 1.1371
C: -0.1933 -0.5824 2.2881
C: 0.8234 1.7602 -0.4384
C: 1.3573 -0.7618 -0.8447
C: -0.2795 0.3322 -2.3281
C: 0.1952 0.3261 -0.8525
N: -3.0600 0.0672 0.6312
N: -0.9661 0.0658 0.0207
O: -3.1838 -1.6117 2.2195
O: -2.4293 1.6302 -0.8659
S: -0.8483 -2.7085 0.6659
H: -0.5106 0.4497 2.5246
H: 0.9025 -0.6101 2.1072
H: -0.5081 -1.1915 3.2259
H: 1.2195 2.1702 -1.4485
H: -0.0616 2.2856 -0.0678
H: 1.5894 1.6189 0.2923
H: 1.2250 -1.3738 -1.7613
H: 1.2546 -1.4250 -0.1073
H: 2.3110 -0.3088 -0.7872
H: -0.3900 -0.6177 -2.8739
H: -1.3145 0.8299 -2.4221
H: 0.3979 0.8471 -2.9403
H: -4.0632 0.1295 0.4495
H: -1.5568 -3.1900 1.5788

The computed Mulliken charges, all in e, follow: atom 1 (C): 0.1281, atom 2 (C): 0.3681, atom 3 (C): 0.4722, atom 4 (C): -1.3338, atom 5 (C): -1.4118, atom 6 (C): -1.8664, atom 7 (C): -1.6469, atom 8 (C): 1.3876, atom 9 (N): -0.0332, atom 10 (N): 0.2413, atom 11 (O): -0.5912, atom 12 (O): -0.6815, atom 13 (S): -0.1939, atom 14 (H): 0.4202, atom 15 (H): 0.2610, atom 16 (H): 0.3473, atom 17 (H): 0.3275, atom 18 (H): 0.3707, atom 19 (H): 0.3983, atom 20 (H): 0.3460, atom 21 (H): 0.6069, atom 22 (H): 0.3760, atom 23 (H): 0.3705, atom 24 (H): 0.3404, atom 25 (H): 0.5127, atom 26 (H): 0.3052, atom 27 (H): 0.1788

Computed, not measured: one molecule with the formula C4H4F2O at a distorted geometry, with ωB97M-V with the def2-TZVPD basis set.

**Energy above the lowest of the compared OMol25 structures with the same formula, charge and spin**: 158.2 kJ/mol
**Charge**: 0
**Multiplicity**: 1
**E_LUMO**: 0.16 eV
**Structure (SMILES)**: C=CC(F)(F)C=O
**HOMO energy**: -10.19 eV

Element x y z (Å)
C: -0.8534 0.0494 0.6379
C: 0.0903 0.7634 0.0806
C: 1.7557 -1.1074 -0.6404
C: 1.6889 0.3177 0.0480
O: 1.4347 -2.0862 0.0003
F: 2.4080 1.2606 -0.4911
F: 2.2207 0.0509 1.3009
H: -1.7365 0.5872 0.7792
H: -0.8919 -0.8977 1.2446
H: -0.1357 1.7980 -0.2933
H: 1.6886 -1.1385 -1.7418

The computed Mulliken charges, all in e, follow: atom 1 (C): -0.5976, atom 2 (C): -0.3781, atom 3 (C): -0.1464, atom 4 (C): 0.8626, atom 5 (O): -0.4040, atom 6 (F): -0.2690, atom 7 (F): -0.2506, atom 8 (H): 0.2898, atom 9 (H): 0.2611, atom 10 (H): 0.2962, atom 11 (H): 0.3359

Computed, not measured: a 2-piece molecular cluster, C3H11NOS overall at a distorted geometry, with ωB97M-V with the def2-TZVPD basis set.

**Energy above the lowest of the compared OMol25 structures with the same formula, charge and spin**: 165.1 kJ/mol
**Charge**: 0
**Multiplicity**: 1
**E_LUMO**: 0.61 eV
**Structure (SMILES)**: NCCCS.O
**HOMO energy**: -8.34 eV

Element x y z (Å)
C: -1.2292 -0.4930 0.0591
C: 0.2875 -0.9373 0.0495
C: 1.2165 0.1297 0.5776
S: 1.5432 0.1178 2.3710
N: -1.4939 0.5341 -0.9624
H: -1.3943 -0.1384 1.0923
H: -1.8438 -1.3729 -0.2755
H: 0.2230 -1.7975 0.9356
H: 0.5737 -1.4476 -0.8640
H: 0.7603 1.0829 0.2050
H: 2.2322 -0.0273 0.1786
H: 0.1925 0.0124 2.8179
H: -1.9563 0.2740 -1.7904
H: -0.8151 1.2498 -0.8704
H: -0.8505 1.0987 -3.8926
H: -2.3007 0.6204 -3.8666
O: -1.3381 0.3280 -3.6234

The computed Mulliken charges, all in e, follow: atom 1 (C): -0.4634, atom 2 (C): -0.5507, atom 3 (C): -0.4563, atom 4 (S): -0.2222, atom 5 (N): -0.4122, atom 6 (H): 0.1401, atom 7 (H): 0.3221, atom 8 (H): 0.2329, atom 9 (H): 0.3433, atom 10 (H): 0.2174, atom 11 (H): 0.2874, atom 12 (H): 0.1154, atom 13 (H): 0.2807, atom 14 (H): 0.1893, atom 15 (H): 0.3258, atom 16 (H): 0.3468, atom 17 (O): -0.6964

Computed, not measured: C6H8CuO6 as an isolated structure at a distorted geometry, with ωB97M-V with the def2-TZVPD basis set.

**Energy above the lowest of the compared OMol25 structures with the same formula, charge and spin**: 20.3 kJ/mol
**Charge**: -1
**Multiplicity**: 1
**E_LUMO**: 2.61 eV
**HOMO energy**: -4.23 eV

Element x y z (Å)
O: -1.5964 -0.6360 -0.9979
C: -1.3366 -0.9888 0.5123
C: -2.1643 0.6522 -1.0504
O: -2.0306 -1.9492 0.9512
O: -1.6005 0.2641 1.1430
C: -1.6409 1.3190 0.2118
H: -3.2652 0.5865 -1.0381
H: -1.8414 1.1630 -1.9686
H: -2.2998 2.1097 0.5933
H: -0.6320 1.7360 0.0588
H: 3.2552 0.6712 -0.5259
O: 0.5354 -2.2546 -0.2948
O: 1.2619 0.2263 -0.9844
C: 2.2393 0.5872 -0.0875
C: 2.2934 -0.4923 0.9964
O: 0.9282 -0.7254 1.3624
C: 0.1924 -1.2561 0.3722
H: 1.9740 1.5486 0.4051
H: 2.8114 -0.1471 1.8995
H: 2.7361 -1.4179 0.6018
Cu: 0.1805 -0.9962 -2.1601

The computed Mulliken charges, all in e, follow: atom 1 (O): -0.4800, atom 2 (C): 1.1537, atom 3 (C): -0.3861, atom 4 (O): -0.8715, atom 5 (O): -0.4676, atom 6 (C): -0.2157, atom 7 (H): 0.2721, atom 8 (H): 0.2475, atom 9 (H): 0.3518, atom 10 (H): 0.0108, atom 11 (H): 0.3213, atom 12 (O): -0.7364, atom 13 (O): -0.6293, atom 14 (C): -0.5583, atom 15 (C): -0.4968, atom 16 (O): -0.3802, atom 17 (C): 0.5436, atom 18 (H): 0.2916, atom 19 (H): 0.3262, atom 20 (H): 0.2730, atom 21 (Cu): 0.4306